No. 1
{"formula": "C19H44F14N10O29S14", "method": "ωB97M-V with the def2-TZVPD basis set", "total_charge": -4, "gap_ev": 6.180, "elements": ["C", "C", "O", "N", "H", "H", "C", "H", "H", "H", "H", "H", "H", "C", "C", "C", "N", "C", "C", "C", "C", "C", "H", "H", "H", "H", "H", "H", "H", "H", "H", "H", "H", "H", "H", "H", "H", "H", "H", "H", "C", "C", "C", "N", "C", "C", "C", "C", "C", "H", "H", "H", "H", "H", "H", "H", "H", "H", "H", "H", "H", "H", "H", "H", "H", "H", "H", "N", "S", "O", "O", "F", "S", "O", "O", "F", "N", "S", "O", "O", "F", "S", "O", "O", "F", "N", "S", "O", "O", "F", "S", "O", "O", "F", "N", "S", "O", "O", "F", "S", "O", "O", "F", "N", "S", "O", "O", "F", "S", "O", "O", "F", "N", "S", "O", "O", "F", "S", "O", "O", "F", "N", "S", "O", "O", "F", "S", "O", "O", "F"], "positions_angstrom": [[1.81, -1.21, -4.46], [1.11, 0.03, -4.95], [1.52, 1.16, -4.81], [-0.16, -0.29, -5.76], [0.06, -1.05, -6.39], [-0.76, -0.89, -5.23], [-0.76, 0.89, -6.54], [2.86, -0.97, -4.61], [1.50, -2.06, -5.06], [1.67, -1.17, -3.38], [-1.77, 0.63, -6.85], [-0.09, 1.27, -7.32], [-0.92, 1.58, -5.71], [0.10, 3.70, -2.59], [0.62, 2.57, -1.77], [-0.58, 1.93, -1.11], [-0.21, 0.71, -0.17], [0.49, -0.41, -1.01], [-1.52, 0.07, 0.34], [-1.31, -0.07, 1.87], [-0.54, 1.23, 2.26], [0.53, 1.23, 1.14], [-0.43, 4.51, -2.09], [-0.72, 3.42, -3.26], [0.93, 4.04, -3.21], [1.34, 2.89, -1.02], [1.16, 1.83, -2.36], [-1.24, 1.48, -1.84], [-1.02, 2.73, -0.51], [0.62, -1.27, -0.35], [1.49, -0.13, -1.34], [-0.18, -0.68, -1.83], [-1.68, -0.85, -0.23], [-2.28, 0.82, 0.11], [-0.78, -0.97, 2.17], [-2.23, -0.23, 2.43], [-0.06, 1.01, 3.21], [-1.23, 2.07, 2.21], [1.30, 0.50, 1.39], [1.03, 2.19, 1.02], [4.05, -2.43, 3.53], [3.54, -3.88, 3.35], [2.83, -4.11, 2.00], [1.65, -5.04, 2.02], [2.18, -6.36, 2.59], [0.53, -4.43, 2.92], [-0.66, -4.18, 2.02], [-0.46, -5.38, 1.02], [1.01, -5.18, 0.64], [3.17, -1.79, 3.46], [4.72, -2.14, 2.72], [4.54, -2.16, 4.47], [2.82, -4.08, 4.15], [4.44, -4.44, 3.59], [3.62, -4.61, 1.44], [2.65, -3.16, 1.50], [2.73, -6.26, 3.53], [2.83, -6.84, 1.85], [1.27, -6.96, 2.60], [0.17, -5.04, 3.74], [0.84, -3.43, 3.24], [-1.52, -4.05, 2.68], [-0.55, -3.27, 1.43], [-0.69, -6.28, 1.60], [-1.23, -5.33, 0.25], [1.44, -6.14, 0.33], [1.35, -4.39, -0.03], [3.40, 4.27, 3.17], [1.93, 5.06, 3.03], [1.14, 4.92, 1.78], [1.89, 6.37, 3.70], [1.09, 4.02, 3.98], [4.02, 5.25, 2.19], [4.56, 6.51, 2.76], [3.51, 5.15, 0.83], [5.37, 4.45, 1.80], [-1.88, -1.75, -4.31], [-3.25, -1.02, -3.63], [-2.99, -0.19, -2.48], [-4.48, -1.82, -3.53], [-3.74, -0.03, -4.80], [-1.87, -2.91, -3.28], [-2.65, -4.10, -3.55], [-1.59, -2.60, -1.90], [-0.47, -3.52, -3.65], [1.27, -3.44, 6.01], [0.64, -1.90, 5.71], [1.11, -1.29, 4.48], [0.27, -1.02, 6.80], [-0.85, -2.53, 5.32], [2.03, -3.04, 7.21], [1.47, -3.31, 8.53], [2.94, -1.88, 7.11], [3.17, -4.19, 7.17], [-5.55, -1.47, 3.93], [-4.38, -2.33, 4.12], [-3.08, -1.88, 3.76], [-4.69, -3.82, 4.07], [-4.33, -2.20, 5.72], [-5.10, -0.94, 2.43], [-4.57, -1.78, 1.41], [-4.65, 0.39, 2.43], [-6.66, -0.81, 2.03], [4.85, -0.93, -1.73], [4.93, 0.37, -2.31], [5.88, 1.36, -1.83], [3.67, 0.77, -2.88], [5.68, -0.20, -3.70], [4.54, -0.41, -0.15], [3.59, 0.63, 0.13], [5.64, -0.43, 0.81], [3.80, -1.78, 0.28], [-4.65, 4.80, -6.44], [-4.79, 5.69, -5.23], [-3.50, 6.20, -4.71], [-6.03, 5.74, -4.51], [-5.06, 6.96, -6.26], [-3.76, 3.62, -5.62], [-4.27, 2.95, -4.43], [-2.34, 3.86, -5.69], [-3.81, 2.46, -6.70], [-3.43, 6.78, 0.20], [-2.15, 5.97, 0.41], [-0.84, 6.45, 0.03], [-2.34, 4.56, 0.47], [-2.11, 6.31, 2.01], [-3.24, 6.60, -1.48], [-3.84, 5.37, -1.98], [-2.08, 7.13, -2.19], [-4.35, 7.70, -1.81]], "lowdin_charge": [0.031, -0.346, 0.162, 0.065, 0.153, 0.049, 0.047, 0.092, 0.084, 0.087, 0.090, 0.106, 0.090, -0.071, -0.229, -0.086, -0.159, 0.017, -0.077, -0.142, -0.095, -0.047, 0.080, 0.070, 0.085, 0.121, 0.072, 0.113, 0.122, 0.091, 0.064, 0.064, 0.091, 0.133, 0.087, 0.069, 0.111, 0.126, 0.108, 0.115, -0.073, -0.222, -0.140, -0.230, 0.031, -0.097, -0.112, -0.118, -0.067, 0.059, 0.059, 0.085, 0.070, 0.106, 0.131, 0.115, 0.105, 0.097, 0.096, 0.140, 0.098, 0.128, 0.108, 0.107, 0.119, 0.114, 0.141, -0.259, 0.579, -0.306, -0.305, -0.234, 0.433, -0.339, -0.310, -0.243, -0.297, 0.596, -0.242, -0.266, -0.181, 0.424, -0.282, -0.286, -0.203, -0.274, 0.612, -0.285, -0.254, -0.220, 0.418, -0.308, -0.327, -0.248, -0.248, 0.409, -0.301, -0.373, -0.223, 0.503, -0.261, -0.240, -0.220, -0.270, 0.390, -0.267, -0.300, -0.269, 0.580, -0.249, -0.280, -0.229, -0.272, 0.438, -0.294, -0.276, -0.286, 0.535, -0.276, -0.312, -0.227, -0.244, 0.376, -0.287, -0.296, -0.249, 0.534, -0.296, -0.291, -0.221]}

No. 2
{"formula": "C19H44N6O2RuSSb", "method": "ωB97M-V with the def2-TZVPD basis set", "total_charge": 1, "spin_multiplicity": 5, "gap_ev": [6.986, 6.804], "elements": ["Ru", "C", "C", "C", "O", "H", "H", "H", "H", "H", "H", "H", "S", "C", "N", "C", "C", "C", "N", "H", "H", "H", "H", "H", "H", "H", "H", "C", "N", "C", "C", "N", "N", "C", "C", "H", "H", "H", "H", "H", "H", "H", "H", "H", "H", "H", "H", "H", "N", "C", "H", "C", "C", "Sb", "C", "C", "C", "C", "H", "H", "H", "H", "H", "H", "H", "H", "H", "H", "H", "H", "H", "H", "H", "O"], "positions_angstrom": [[-0.55, -0.53, -0.08], [-2.38, -0.82, 3.74], [-2.53, -1.59, 2.43], [-2.47, -3.09, 2.71], [-1.48, -1.24, 1.57], [-3.17, -1.08, 4.44], [-2.43, 0.26, 3.57], [-1.42, -1.05, 4.22], [-3.55, -1.38, 2.05], [-1.52, -3.37, 3.16], [-2.60, -3.66, 1.79], [-3.27, -3.39, 3.39], [-1.09, -0.66, -2.61], [0.43, -1.17, -3.20], [0.72, -2.46, -3.38], [1.98, -2.96, -3.94], [3.10, -2.01, -3.57], [2.71, -0.60, -3.97], [1.40, -0.29, -3.41], [-0.05, -3.09, -3.26], [1.87, -3.03, -5.03], [2.15, -3.96, -3.56], [4.02, -2.30, -4.06], [3.26, -2.04, -2.49], [2.67, -0.50, -5.06], [3.42, 0.13, -3.60], [1.12, 0.68, -3.29], [-1.07, 2.95, -1.66], [-2.50, 2.74, -1.41], [-3.31, 2.96, -2.60], [-2.96, 1.80, -0.53], [-2.34, 0.75, -0.09], [-4.21, 2.07, -0.09], [-5.02, 1.04, 0.54], [-4.68, 3.44, 0.08], [-0.97, 3.89, -2.20], [-0.63, 2.15, -2.25], [-0.52, 3.03, -0.74], [-2.90, 2.40, -3.45], [-3.31, 4.02, -2.85], [-4.33, 2.64, -2.45], [-2.92, 0.34, 0.64], [-4.77, 0.92, 1.60], [-4.89, 0.09, 0.03], [-6.07, 1.32, 0.47], [-3.84, 4.13, 0.14], [-5.24, 3.52, 1.01], [-5.33, 3.76, -0.74], [0.06, -3.85, -0.48], [-0.16, -2.72, -0.37], [0.27, -4.82, -0.56], [4.72, -0.81, 2.89], [3.32, -1.42, 3.06], [1.85, -0.79, 1.62], [3.06, -0.48, -0.15], [3.90, 0.80, -0.23], [1.41, 1.21, 2.34], [2.57, 2.01, 2.95], [5.38, -1.21, 3.66], [4.71, 0.26, 2.98], [5.14, -1.08, 1.93], [2.92, -1.22, 4.05], [3.40, -2.50, 2.96], [2.36, -0.47, -0.98], [3.70, -1.36, -0.27], [3.25, 1.67, -0.19], [4.45, 0.84, -1.17], [4.63, 0.87, 0.57], [0.65, 1.06, 3.11], [0.95, 1.74, 1.53], [2.98, 1.50, 3.81], [2.21, 2.97, 3.29], [3.36, 2.19, 2.23], [0.35, 0.87, -0.56]], "lowdin_spin": [2.557, 0.001, 0.025, 0.011, 0.190, 0.000, 0.000, 0.000, 0.002, 0.000, 0.000, 0.002, 0.107, 0.038, 0.017, 0.002, 0.000, 0.002, 0.021, 0.000, 0.001, 0.000, 0.000, 0.000, 0.001, 0.000, 0.001, 0.006, 0.004, 0.000, 0.012, 0.068, 0.010, 0.000, 0.001, 0.001, 0.002, 0.000, 0.000, 0.000, 0.000, 0.001, 0.000, 0.000, 0.000, 0.000, 0.000, 0.000, 0.011, 0.089, 0.001, 0.007, 0.034, 0.077, 0.002, 0.002, 0.006, 0.002, 0.002, 0.000, 0.000, 0.000, 0.000, 0.000, 0.000, 0.000, 0.000, 0.000, 0.001, 0.000, 0.000, 0.000, 0.000, 0.680]}